{"formula": "C5H11N", "method": "ωB97M-V/def2-TZVPD", "relative_energy_kcal_mol": 31.5, "smiles": "CC[C@H]1CN1C", "e_tot_ev": -6852.1639, "elements": ["C", "C", "C", "C", "N", "C", "H", "H", "H", "H", "H", "H", "H", "H", "H", "H", "H"], "xyz": [[-2.05, -0.36, -1.27], [-0.66, -0.91, -0.89], [0.10, 0.19, -0.18], [-0.17, 0.38, 1.26], [1.17, 0.01, 0.80], [2.04, 1.18, 0.89], [-2.52, 0.15, -0.42], [-1.97, 0.38, -2.08], [-2.73, -1.15, -1.60], [-0.78, -1.77, -0.21], [-0.15, -1.28, -1.78], [0.25, 1.08, -0.81], [-0.70, -0.42, 1.77], [-0.31, 1.37, 1.69], [3.01, 1.01, 0.41], [2.22, 1.41, 1.95], [1.58, 2.08, 0.44]]}

---

{"formula": "C6H10ClF4O3P", "method": "ωB97M-V/def2-TZVPD", "relative_energy_kcal_mol": 0.0, "smiles": "CCOP(=O)(OCC)C(F)(F)C(F)(F)Cl", "e_tot_ev": -45209.9346, "elements": ["C", "C", "C", "C", "C", "C", "O", "O", "O", "F", "F", "F", "F", "P", "Cl", "H", "H", "H", "H", "H", "H", "H", "H", "H", "H"], "xyz": [[1.98, 1.92, 0.72], [2.12, -2.06, -0.01], [0.64, 2.45, 0.23], [0.66, -2.11, -0.44], [-2.32, 0.09, -0.76], [-3.02, -0.41, 0.69], [0.20, 0.42, -1.94], [-0.39, 1.46, 0.37], [-0.08, -1.05, 0.17], [-2.62, -0.85, -1.67], [-2.89, 1.23, -1.14], [-2.88, -1.73, 0.78], [-2.34, 0.13, 1.70], [-0.46, 0.26, -0.65], [-4.72, 0.04, 0.77], [1.87, 1.51, 1.72], [2.33, 1.14, 0.05], [2.71, 2.73, 0.73], [2.61, -1.20, -0.45], [2.18, -1.99, 1.07], [2.63, -2.96, -0.34], [0.71, 2.75, -0.82], [0.30, 3.29, 0.83], [0.19, -3.04, -0.11], [0.58, -2.03, -1.53]]}

---

{"formula": "C2HCl5S", "method": "ωB97M-V/def2-TZVPD", "relative_energy_kcal_mol": 0.0, "smiles": "ClSC(Cl)(Cl)C(Cl)Cl", "e_tot_ev": -75536.6967, "elements": ["Cl", "Cl", "Cl", "Cl", "Cl", "S", "C", "C", "H"], "xyz": [[-2.58, 0.30, -1.69], [1.44, -0.94, -1.56], [2.26, 1.17, 0.24], [-1.43, -1.42, 0.48], [-0.51, 0.67, 2.10], [-1.23, 1.36, -0.66], [1.06, -0.23, 0.01], [-0.40, 0.03, 0.33], [1.39, -0.93, 0.73]]}

---

{"formula": "C20H51AlClO4", "method": "ωB97M-V/def2-TZVPD", "charge": -1, "e_tot_ev": -48878.0261, "elements": ["C", "C", "C", "C", "Al", "Cl", "H", "H", "H", "H", "H", "H", "H", "H", "H", "H", "H", "C", "C", "O", "C", "C", "H", "H", "H", "H", "H", "H", "H", "H", "H", "H", "C", "C", "O", "C", "C", "H", "H", "H", "H", "H", "H", "H", "H", "H", "H", "C", "C", "O", "C", "C", "H", "H", "H", "H", "H", "H", "H", "H", "H", "H", "C", "C", "O", "C", "C", "H", "H", "H", "H", "H", "H", "H", "H", "H", "H"], "xyz": [[-0.20, -0.91, -1.73], [0.73, 0.30, -1.63], [0.57, 1.12, -0.33], [1.65, 0.74, 0.70], [0.73, 3.10, -0.75], [-0.48, 4.27, 0.74], [-0.07, -1.59, -0.88], [-1.25, -0.59, -1.73], [-0.02, -1.47, -2.65], [0.56, 0.92, -2.52], [1.76, -0.05, -1.70], [-0.40, 0.88, 0.11], [2.63, 0.72, 0.22], [1.73, 1.48, 1.50], [1.47, -0.24, 1.17], [2.29, 3.53, -0.62], [0.19, 3.43, -2.24], [-5.64, -0.67, 0.16], [-4.19, -1.10, 0.22], [-3.28, -0.16, -0.30], [-3.24, 1.10, 0.36], [-2.88, 1.03, 1.83], [-5.92, -0.42, -0.87], [-6.29, -1.48, 0.51], [-5.84, 0.20, 0.78], [-4.04, -1.99, -0.39], [-3.92, -1.37, 1.25], [-4.19, 1.63, 0.22], [-2.47, 1.68, -0.16], [-3.63, 0.50, 2.42], [-2.78, 2.04, 2.22], [-1.92, 0.53, 1.95], [0.99, -3.75, 3.40], [0.33, -3.40, 2.08], [1.24, -2.92, 1.10], [2.27, -3.79, 0.70], [1.77, -5.09, 0.08], [1.54, -2.90, 3.79], [0.22, -4.04, 4.13], [1.68, -4.59, 3.31], [-0.37, -2.58, 2.22], [-0.23, -4.25, 1.69], [2.95, -4.00, 1.53], [2.84, -3.22, -0.04], [1.23, -5.71, 0.79], [2.62, -5.67, -0.29], [1.11, -4.87, -0.77], [7.36, 1.01, 1.95], [5.86, 0.82, 1.97], [5.33, 0.31, 0.76], [5.76, -0.97, 0.37], [5.42, -2.07, 1.37], [7.65, 1.65, 1.12], [7.69, 1.48, 2.88], [7.90, 0.06, 1.85], [5.36, 1.78, 2.10], [5.56, 0.19, 2.82], [6.83, -0.97, 0.14], [5.23, -1.16, -0.57], [5.96, -1.94, 2.31], [5.71, -3.04, 0.96], [4.35, -2.08, 1.58], [-5.72, 2.22, -3.24], [-4.22, 2.03, -3.38], [-3.56, 3.13, -3.97], [-3.68, 4.37, -3.29], [-3.30, 4.34, -1.82], [-6.18, 2.44, -4.21], [-6.17, 1.30, -2.85], [-5.97, 3.03, -2.55], [-4.01, 1.19, -4.04], [-3.77, 1.79, -2.41], [-4.70, 4.77, -3.41], [-3.01, 5.04, -3.82], [-3.98, 3.72, -1.23], [-3.34, 5.34, -1.40], [-2.29, 3.96, -1.67]]}

---

{"formula": "C11H20FO2SSi", "method": "ωB97M-V/def2-TZVPD", "charge": -1, "e_tot_ev": -37256.9041, "elements": ["C", "C", "C", "Si", "C", "C", "C", "S", "C", "C", "C", "F", "H", "H", "H", "H", "H", "H", "H", "H", "H", "H", "H", "H", "H", "H", "H", "H", "H", "C", "C", "O", "O", "H", "H", "H"], "xyz": [[3.30, 3.38, 0.06], [2.71, 2.75, -0.77], [1.84, 1.92, -1.64], [1.04, 0.57, -0.53], [-0.16, -0.57, -1.47], [-1.49, -0.71, -0.66], [-1.38, -1.67, 0.56], [-1.24, -0.78, 2.16], [2.40, -0.31, 0.46], [2.58, -1.82, 0.21], [3.98, -2.12, -0.37], [2.51, -2.46, 1.47], [3.67, 3.81, 0.97], [1.02, 2.58, -1.96], [2.41, 1.50, -2.48], [0.22, 1.32, 0.44], [0.26, -1.53, -1.80], [-0.43, -0.03, -2.40], [-2.27, -1.02, -1.38], [-1.77, 0.30, -0.34], [-2.30, -2.25, 0.61], [-0.52, -2.34, 0.42], [-2.19, 0.20, 2.09], [2.18, -0.18, 1.53], [3.35, 0.24, 0.30], [1.80, -2.28, -0.40], [3.99, -1.91, -1.45], [4.70, -1.50, 0.19], [4.25, -3.17, -0.19], [-5.43, 0.99, 1.29], [-4.24, 1.38, 0.39], [-4.37, 1.15, -0.83], [-3.26, 1.89, 1.00], [-6.24, 0.56, 0.70], [-5.11, 0.26, 2.03], [-5.81, 1.87, 1.81]]}

---

{"formula": "C25H37As3N4O7STi", "method": "ωB97M-V/def2-TZVPD", "charge": 2, "relative_energy_kcal_mol": 6.2, "e_tot_ev": -263267.3314, "elements": ["Ti", "O", "C", "O", "C", "C", "C", "C", "C", "C", "O", "N", "O", "O", "N", "O", "O", "H", "H", "C", "As", "C", "C", "C", "C", "C", "As", "C", "C", "C", "As", "C", "C", "H", "H", "H", "H", "H", "H", "H", "H", "H", "H", "H", "H", "H", "H", "H", "H", "H", "H", "H", "H", "H", "H", "H", "H", "H", "H", "H", "N", "C", "S", "N", "C", "C", "C", "C", "C", "C", "H", "H", "H", "H", "H", "H", "H", "H"], "xyz": [[-0.28, -0.87, 0.76], [-2.36, -4.26, 1.52], [-1.67, -3.31, 1.70], [-1.06, -2.64, 0.66], [-1.23, -2.78, 3.04], [-0.89, -3.61, 4.09], [-0.10, -3.10, 5.12], [0.46, -1.84, 5.07], [0.09, -1.04, 4.01], [-0.87, -1.44, 3.09], [-1.35, -0.56, 2.18], [0.88, 0.13, 3.63], [1.07, 0.27, 2.39], [1.36, 0.84, 4.45], [0.27, -3.99, 6.24], [-0.19, -5.11, 6.22], [1.00, -3.52, 7.08], [-1.17, -4.66, 4.10], [1.20, -1.53, 5.81], [-0.18, 2.92, 1.30], [0.24, 1.63, -0.09], [2.14, 1.91, -0.36], [-0.52, 2.39, -1.71], [-2.00, 2.13, -2.00], [-2.88, 2.33, -0.77], [-2.17, 0.69, -2.52], [-1.94, -0.79, -1.28], [-3.69, -1.15, -0.54], [-1.64, -2.29, -2.46], [-2.43, 3.05, -3.16], [-2.70, 5.03, -3.07], [-4.39, 5.11, -2.07], [-1.53, 5.66, -1.62], [-0.10, 3.92, 0.87], [0.54, 2.81, 2.11], [-1.19, 2.77, 1.67], [2.31, 2.95, -0.60], [2.48, 1.28, -1.18], [2.67, 1.65, 0.55], [0.10, 2.04, -2.54], [-0.34, 3.47, -1.61], [-2.63, 1.63, 0.03], [-3.93, 2.19, -1.02], [-2.77, 3.34, -0.37], [-1.48, 0.50, -3.36], [-3.18, 0.55, -2.91], [-4.42, -1.10, -1.34], [-3.93, -0.41, 0.22], [-3.69, -2.14, -0.10], [-2.39, -2.25, -3.25], [-1.75, -3.21, -1.89], [-0.64, -2.24, -2.90], [-3.40, 2.71, -3.54], [-1.73, 2.90, -3.99], [-5.14, 4.52, -2.59], [-4.72, 6.14, -2.08], [-4.31, 4.78, -1.04], [-0.48, 5.64, -1.93], [-1.65, 5.13, -0.68], [-1.80, 6.70, -1.46], [1.08, -3.91, -0.67], [2.10, -3.07, -0.55], [1.98, -1.57, 0.35], [3.26, -3.35, -1.10], [4.43, -2.49, -1.04], [5.30, -2.61, 0.03], [6.42, -1.80, 0.07], [6.66, -0.88, -0.95], [5.78, -0.78, -2.02], [4.65, -1.59, -2.07], [0.20, -3.71, -0.23], [1.20, -4.79, -1.15], [3.37, -4.23, -1.59], [5.11, -3.34, 0.81], [7.12, -1.88, 0.89], [7.54, -0.26, -0.91], [5.97, -0.08, -2.82], [3.97, -1.54, -2.90]]}

---

What did we get for Kohn-Sham gap? Answer: 0.3787, 0.4339, 0.3350, 0.2547, 0.2694, 0.2009 Eh, in the order shown.
What did we get for HOMO energy? Answer: -9.1, -11.0, -9.6, -4.4, -4.5, -12.9 eV, in the order shown.